Entry 1:
Here is a cluster of 2 separate species, C4H14NO2 in total from OMol25. Energies are from the ωB97M-V functional and the def2-TZVPD basis.

Structure (ORCA input):
```
! wB97M-V def2-TZVPD RIJCOSX def2/J DEFGRID3
* xyz 1 1
O -0.4032 -1.7023 -1.2906
C -0.9518 -0.4301 -1.4225
C -0.9548 0.2306 -0.0579
N 0.4657 0.3175 0.4732
C 0.6288 0.4930 1.9467
C -1.4458 1.6679 -0.1633
H -0.6095 -2.3761 -1.9434
H -2.0261 -0.3642 -1.6610
H -0.4218 0.1673 -2.1593
H -1.4879 -0.3497 0.6862
H 0.9673 -0.5518 0.2463
H 0.9862 1.0744 0.0322
H 1.6807 0.6650 2.1361
H 0.2687 -0.3997 2.4486
H 0.1041 1.3779 2.2902
H -2.4975 1.7781 -0.3578
H -1.4213 2.1260 0.8374
H -0.8251 2.2477 -0.8383
H 2.4222 -2.1006 -1.1521
H 3.0284 -2.2235 0.2531
O 2.4926 -1.6475 -0.3036
*
```

Results
Strongest force on any atom: 0.031 hartree/bohr
Relative energy (zero: lowest compared OMol25 entry of this formula, charge and spin): 76.7 kJ/mol
Total energy: -365.801508 Eh
HOMO-LUMO gap: 12.0696 eV

=====

Entry 2:
Here is an isolated molecule of C6H7NO2 from OMol25. Energies are from the ωB97M-V functional and the def2-TZVPD basis.

Structure (ORCA input):
```
! wB97M-V def2-TZVPD RIJCOSX def2/J DEFGRID3
* xyz 0 1
C 0.0428 -1.4205 1.4436
C -0.8893 -0.6108 0.3924
C -0.5600 -0.9137 -1.1744
O -1.0032 -1.6448 -2.0014
C 0.4072 0.3151 -0.9867
C 1.1100 1.6171 -1.2441
N 1.0212 2.4647 -0.2555
O 0.2166 1.8158 0.7416
C -0.5150 0.8998 0.0615
H 0.0665 -2.4809 1.3172
H 1.0734 -0.9647 1.5062
H -0.4666 -1.2652 2.4774
H -2.0165 -0.9240 0.5302
H 1.2367 -0.2091 -0.4288
H 1.6930 2.0438 -2.0050
H -1.4168 1.2777 -0.3741
*
```

Results
Strongest force on any atom: 0.074 hartree/bohr
Relative energy (zero: lowest compared OMol25 entry of this formula, charge and spin): 489.1 kJ/mol
Total energy: -437.881499 Eh
HOMO-LUMO gap: 10.2024 eV
SMILES: C[C@@H]1C(=O)[C@H]2C=NO[C@H]12

=====

Entry 3:
Here is an isolated molecule of C2H5B from OMol25. Energies are from the ωB97M-V functional and the def2-TZVPD basis.

Structure (ORCA input):
```
! wB97M-V def2-TZVPD RIJCOSX def2/J DEFGRID3
* xyz 0 1
B 0.0757 -0.7999 -0.5497
C 0.5669 0.6320 -0.2332
C -0.5026 -0.0447 0.6083
H -0.2548 -1.7906 -1.5124
H 1.4076 0.7182 0.4023
H 0.3582 1.4573 -0.9153
H -1.6125 0.1507 0.7026
H -0.0385 -0.3230 1.4974
*
```

Results
Strongest force on any atom: 0.068 hartree/bohr
Relative energy (zero: lowest compared OMol25 entry of this formula, charge and spin): 120.0 kJ/mol
Total energy: -103.946661 Eh
HOMO-LUMO gap: 10.2038 eV
SMILES: B1CC1